DFT (the ωB97M-V functional and the def2-TZVPD basis) results for the ion C5H6N with charge +1 at a distorted geometry.

Energy, eV: -6756.8505
ΔE to the lowest compared entry with this formula, charge and spin, eV: 4.068
HOMO level (spin up / spin down), eV: -12.1 / -15.7
Frontier orbital gap (spin up / spin down), eV: 9.0 / 7.9
E_LUMO (spin up / spin down), eV: -3.141 / -7.793

ORCA input file:
```
! wB97M-V def2-TZVPD RIJCOSX def2/J DEFGRID3
* xyz 1 3
C 1.55374 0.82477 0.17375
C -1.83228 -0.75092 0.10219
C 0.55115 -0.04283 0.08339
C 2.07943 -0.50800 -0.05397
C -1.93354 0.71743 -0.08451
N -0.70816 -0.21649 -0.02318
H 1.64946 1.90872 0.26021
H -2.27443 -1.69240 0.27233
H 2.13844 -0.92610 -1.01308
H 2.66451 -1.08625 0.67995
H -1.98067 1.24089 -1.04426
H -2.02745 1.40178 0.87612
*
```


DFT (the ωB97M-V functional and the def2-TZVPD basis) results for a cluster of 2 separate species, C38H66N2O6 in total at a distorted geometry.

SMILES string: CCCCCCCCCCCCCCCCCCc1cccc2c1C(=O)N(CCCCNC(C)=O)C2=O.COCCOCCOC
Energy, eV: -55718.4370
HOMO level, eV: -9.3
Frontier orbital gap, eV: 7.8
E_LUMO, eV: -1.454

ORCA input file:
```
! wB97M-V def2-TZVPD RIJCOSX def2/J DEFGRID3
* xyz 0 1
C -0.71172 -4.33813 3.28241
C -2.32245 -4.47296 2.96227
C -2.65111 -5.17309 1.49363
C -1.91017 -6.62126 1.28898
C -1.67713 -7.06967 -0.27069
C -1.02605 -5.90276 -1.22811
C 0.34987 -6.51098 -1.89595
C 0.58759 -5.84205 -3.40547
C 1.36082 -4.41599 -3.15230
C 0.18002 -3.24169 -3.12743
C 0.55714 -1.96574 -2.16890
C -0.27195 -1.91594 -0.74040
C 0.06037 -0.42226 -0.08485
C -1.29907 0.33851 0.49160
C -0.90385 1.84749 1.01674
C -1.16644 3.03124 -0.13057
C -0.36024 4.42732 0.17887
C 0.95075 4.68869 -0.78638
C 1.66995 3.29395 -1.27182
C 1.57287 2.72769 -2.83536
C 2.26100 1.29393 -3.33197
C 3.09269 0.36040 -2.22064
C 3.18929 0.97813 -0.70602
C 2.52299 2.38880 -0.20562
C 2.89565 2.58381 1.37797
O 2.26586 3.25798 2.36402
N 4.17318 1.72280 1.47185
C 5.38889 2.47372 0.97432
C 6.76238 2.22299 1.83272
C 7.28187 0.66801 1.87844
C 8.66714 0.38604 1.02963
N 8.45225 -0.38168 -0.26718
C 8.18445 -1.85119 -0.02717
C 6.80657 -2.59525 -0.61523
O 9.01378 -2.68692 0.65705
C 3.86502 0.43270 0.68252
O 4.04112 -0.84573 1.02506
H -0.45477 -3.51784 4.09988
H -0.12734 -4.18926 2.27340
H -0.38835 -5.37371 3.77789
H -2.75432 -3.36134 2.90983
H -2.88570 -5.02474 3.84500
H -2.41234 -4.37084 0.67524
H -3.82987 -5.33591 1.48528
H -2.62404 -7.43473 1.77853
H -0.87423 -6.72880 1.83822
H -2.64885 -7.52047 -0.78037
H -0.89426 -7.96567 -0.24827
H -0.70273 -4.94235 -0.59801
H -1.78988 -5.48350 -2.04393
H 0.34014 -7.67531 -2.02947
H 1.23419 -6.23041 -1.14986
H -0.47151 -5.59751 -3.85129
H 1.13727 -6.57677 -4.13898
H 2.11796 -4.26070 -4.04917
H 2.00516 -4.44118 -2.17284
H 0.14025 -2.82958 -4.24459
H -0.88525 -3.66118 -2.88287
H 1.70031 -2.06597 -1.88413
H 0.31631 -0.98681 -2.78810
H 0.27079 -2.70686 -0.03059
H -1.41932 -2.12279 -0.84113
H 0.44693 0.25704 -0.98404
H 0.88176 -0.57694 0.74339
H -2.07650 0.31293 -0.38454
H -1.68182 -0.24944 1.45719
H 0.20719 1.81024 1.38259
H -1.57411 2.06407 1.95546
H -2.32704 3.29104 -0.02738
H -1.03864 2.62594 -1.23144
H 0.04618 4.48922 1.29957
H -1.13164 5.30903 -0.04922
H 0.57413 5.23743 -1.77742
H 1.72723 5.41948 -0.29471
H 0.96878 3.43993 -3.57894
H 2.13099 0.95835 -4.45298
H 3.58244 -0.67320 -2.46908
H 5.62195 2.29787 -0.17750
H 5.13256 3.63299 1.08646
H 6.72122 2.64956 2.94022
H 7.63021 2.84501 1.29930
H 6.49924 -0.12703 1.52614
H 7.52131 0.40949 3.01598
H 9.34112 -0.31951 1.71205
H 9.30835 1.37370 0.84051
H 7.58222 0.00193 -0.73079
H 6.92631 -3.77849 -0.65622
H 6.45600 -2.15110 -1.63972
H 5.97722 -2.38184 0.18421
C -7.60185 7.31534 -0.46968
O -7.54754 5.91431 -0.27793
C -6.82025 5.23930 -1.30318
C -6.04089 4.05335 -0.72452
O -4.88478 4.42810 0.03591
C -5.13322 5.05186 1.30464
C -5.75466 4.11823 2.34802
O -7.14276 3.92649 2.07524
C -7.60895 2.64088 2.45141
H -8.25011 7.55420 -1.32158
H -8.01936 7.76733 0.43416
H -6.60258 7.73138 -0.62415
H -6.12359 5.91890 -1.80697
H -7.54883 4.87533 -2.03426
H -5.65416 3.46668 -1.56465
H -6.68170 3.37997 -0.15591
H -5.71094 5.96850 1.18101
H -4.14669 5.35609 1.67427
H -5.67572 4.57057 3.34159
H -5.21911 3.16396 2.34315
H -6.97728 1.85501 2.02696
H -8.61818 2.51541 2.05063
H -7.64344 2.55441 3.54098
*
```


DFT (the ωB97M-V functional and the def2-TZVPD basis) results for a cluster of 2 separate species, C4H7OP in total at a distorted geometry.

Energy, eV: -15592.8138
ΔE to the lowest compared entry with this formula, charge and spin, eV: 4.623
HOMO level, eV: -8.8
Frontier orbital gap, eV: 8.1
E_LUMO, eV: -0.698

ORCA input file:
```
! wB97M-V def2-TZVPD RIJCOSX def2/J DEFGRID3
* xyz 0 1
C 0.10114 0.01470 1.21728
C -0.76033 -0.23575 0.06988
C 1.31717 -0.89847 1.32019
C -0.48407 1.42817 -1.57863
O -0.12233 1.00567 1.90744
P -1.54061 -1.57464 -0.42545
H 2.15486 -0.27303 0.94401
H 1.17995 -1.86968 0.77328
H 1.55465 -1.15696 2.38765
H -1.08474 2.03167 -0.95960
H -0.80414 0.80305 -2.40879
H 0.58927 1.83120 -1.44776
H -2.10081 -1.10592 -1.79950
*
```


DFT (the ωB97M-V functional and the def2-TZVPD basis) results for a structure of composition C23H23N9O2PrS at a distorted geometry.

Energy, eV: -66631.5096
ΔE to the lowest compared entry with this formula, charge and spin, eV: 0.607
HOMO level (spin up / spin down), eV: -10.2 / -10.2
Frontier orbital gap (spin up / spin down), eV: 6.5 / 6.5
E_LUMO (spin up / spin down), eV: -3.698 / -3.689

ORCA input file:
```
! wB97M-V def2-TZVPD RIJCOSX def2/J DEFGRID3
* xyz 1 3
Pr -0.01201 -0.35183 -0.65331
C -1.94952 0.65325 3.48748
C -1.07856 0.78142 2.27802
N -0.17893 -0.04640 1.92130
N 0.14614 -1.13530 2.65946
C 1.31306 -1.78076 2.34751
N 1.61389 -2.79313 3.16341
S 2.28772 -1.35977 1.05478
C -1.16145 2.00354 1.41013
C -1.94259 3.08604 1.75652
C -1.92412 4.21985 0.94754
C -1.12489 4.23278 -0.17356
C -0.36848 3.10052 -0.45134
N -0.37719 2.01824 0.31719
H -2.05936 -0.37968 3.81236
H -2.95019 1.02405 3.27603
H -1.54364 1.23574 4.31754
H -0.37929 -1.38390 3.48361
H 1.06391 -3.03865 3.96949
H 2.45694 -3.31150 2.98177
H -2.55750 3.06474 2.64517
H -2.53268 5.07757 1.20307
H -1.08125 5.08850 -0.83246
H 0.26695 3.06304 -1.32870
O -2.00802 0.22938 -1.11934
C -2.50751 1.17314 -1.93228
C -3.67730 1.84293 -1.57562
C -4.21658 2.82232 -2.38912
C -3.59640 3.16435 -3.58706
C -2.43696 2.50660 -3.95106
C -1.88056 1.50839 -3.14536
C -0.64289 0.84308 -3.60244
N 0.41780 0.49864 -2.87397
C 1.35496 -0.03242 -3.75259
C 0.85558 -0.01091 -5.00706
N -0.40180 0.54667 -4.89248
H -4.15804 1.55876 -0.64723
H -5.13150 3.31979 -2.09259
H -4.01045 3.93319 -4.22456
H -1.93271 2.78586 -4.87021
H 2.31482 -0.39259 -3.42505
H 1.26389 -0.35899 -5.94027
H -1.06151 0.67524 -5.64224
C -2.66499 -3.10046 -1.74735
C -2.74793 -2.70398 -0.29433
O -1.44113 -2.40067 0.27039
H -3.66506 -3.34876 -2.10687
H -2.03501 -3.98192 -1.88787
H -2.27629 -2.29044 -2.36401
H -3.19394 -3.49929 0.30341
H -3.32891 -1.79717 -0.15561
H -0.89073 -3.18554 0.15641
N 0.73963 -2.36806 -1.61711
C 1.10225 -3.12900 -2.42417
C 1.47608 -3.99944 -3.41943
C 0.96574 -5.32923 -3.40144
N 0.52026 -6.39002 -3.33154
C 2.22219 -3.43404 -4.49513
N 2.80688 -2.87915 -5.32074
*
```


DFT (the ωB97M-V functional and the def2-TZVPD basis) results for the molecule C7H8O2 at a distorted geometry.

SMILES string: C1#CCOCOC/C=C\1
Energy, eV: -11479.7516
ΔE to the lowest compared entry with this formula, charge and spin, eV: 3.808
HOMO level, eV: -9.0
Frontier orbital gap, eV: 9.7
E_LUMO, eV: 0.685

ORCA input file:
```
! wB97M-V def2-TZVPD RIJCOSX def2/J DEFGRID3
* xyz 0 1
C -1.54908 -0.49709 -0.25408
C -0.80020 -1.34541 -0.69153
C 0.47062 -1.81189 -1.15057
O 1.46053 -0.99429 -0.57457
C 1.29365 0.36968 -0.69236
O 1.24216 1.14090 0.48625
C 0.19691 0.79980 1.44365
C -1.13351 1.40033 1.09387
C -2.06777 0.70550 0.39493
H 0.67014 -2.82284 -0.78650
H 0.48542 -1.73854 -2.24180
H 0.36436 0.55050 -1.27617
H 2.14627 0.78859 -1.23001
H 0.04710 -0.29758 1.47832
H 0.64638 1.15148 2.36771
H -1.38208 2.40098 1.41598
H -3.06281 1.06900 0.11559
*
```


DFT (the ωB97M-V functional and the def2-TZVPD basis) results for a structure of composition C4H7NOS at a distorted geometry.

Energy, eV: -18631.1465
ΔE to the lowest compared entry with this formula, charge and spin, eV: 3.403
HOMO level, eV: -8.7
Frontier orbital gap, eV: 8.7
E_LUMO, eV: 0.024

ORCA input file:
```
! wB97M-V def2-TZVPD RIJCOSX def2/J DEFGRID3
* xyz 0 1
C 0.65413 0.98231 0.32951
C 0.54396 -0.58293 0.21873
C -0.65579 -0.19982 -0.50030
C 0.45099 -1.82482 1.16035
N -0.45042 1.24866 -0.28694
O 1.66588 1.74770 0.78650
S -1.97890 -0.73593 -1.21834
H 1.22970 -0.95731 -0.59342
H -2.03788 1.69830 -2.37390
H 1.06812 -2.65586 0.72141
H -0.59222 -2.26032 1.25394
H 0.90559 -1.53480 2.17201
H 1.50251 2.71271 0.72872
H -2.30566 2.36211 -2.39828
*
```